Entry 1:
Density functional theory data (ωB97M-V with the def2-TZVPD basis set) for 15 unconnected molecules or ions with the total composition C2H33NO15 in a non-equilibrium geometry.

## Properties
2S+1: 1
energy: -1279.13873 Ha

Geometry as XYZ:
```
51
Properties=species:S:1:pos:R:3:forces:R:3:nbo_charge:R:1
O -1.30862 -1.51699 3.49283 0.674 0.021 0.786 -0.52
C -1.19341 -0.33911 3.70196 -2.112 0.662 -3.213 0.43
C -1.65808 0.69839 2.65396 1.197 1.037 -0.977 -0.35
N -2.47550 0.26136 1.56988 -1.814 -3.490 -2.006 -0.88
H -1.05779 0.23863 4.56825 1.188 -0.198 2.420 0.12
H -2.23431 1.48347 3.21079 0.775 -0.400 -0.269 0.20
H -0.78093 1.21432 2.05925 -1.144 -0.774 2.006 0.24
H -2.02698 -0.56091 1.01961 -0.546 2.114 1.073 0.39
H -3.42009 -0.18914 1.80503 1.813 1.123 0.240 0.36
H -2.95361 3.70378 1.05848 2.937 -0.293 -1.001 0.47
H -2.20192 2.47551 1.11037 0.083 -2.898 0.478 0.48
O -2.00794 3.33259 0.82092 -3.173 2.805 0.656 -0.95
H 2.87424 0.11347 3.02999 -1.872 2.472 0.826 0.48
H 2.78782 -1.43163 3.69644 -0.332 1.617 -0.252 0.51
O 3.17162 -0.74041 3.12249 2.151 -4.154 -0.390 -0.99
H -0.66320 3.95294 -0.53575 -0.026 -1.340 1.847 0.47
H -1.25559 4.12041 -1.83361 -3.290 -3.223 -4.608 0.45
O -0.82029 4.55312 -1.21703 3.362 4.838 2.432 -0.93
H 1.15590 2.18329 -0.23668 -1.481 4.254 0.675 0.47
H 0.64909 0.88061 -0.81994 2.534 2.181 1.168 0.48
O 1.48724 1.36751 -0.40451 -1.570 -4.352 -1.423 -0.95
H 1.78135 2.88423 2.68067 1.407 3.489 -0.096 0.47
H 1.68476 1.60271 2.10085 -0.463 -0.492 -0.048 0.47
O 1.36229 2.10051 2.86546 -0.893 -3.038 -0.043 -0.93
H 1.57352 0.16051 -2.04478 1.593 -0.011 -1.655 0.46
H 2.33463 -0.87155 -2.81850 0.002 -2.842 -0.984 0.47
O 2.34736 0.02347 -2.64969 0.035 3.495 1.391 -0.96
H -3.40663 1.05567 -2.36082 -0.997 2.844 2.265 0.47
H -3.54990 -0.44958 -2.48929 0.722 1.700 -0.660 0.47
O -3.13564 0.37464 -2.88817 0.134 -4.661 -1.528 -0.94
H 0.50414 -3.67108 2.39596 -2.398 -0.154 -0.578 0.47
H 1.43576 -2.45299 2.28862 0.301 6.969 -3.009 0.48
O 1.29942 -3.25265 2.56979 2.123 -6.627 4.439 -0.95
H -0.44569 -1.57997 -4.25909 0.308 1.238 -0.785 0.46
H -1.64465 -0.92698 -3.84384 -1.144 0.857 0.461 0.48
O -0.94012 -0.74876 -4.45613 0.685 -2.041 -0.222 -0.93
H 0.17588 -0.59105 -0.57065 -2.425 -2.172 -0.258 0.48
H -0.36609 -1.89519 -0.24048 1.308 -3.832 2.635 0.48
O -0.65013 -1.22373 -0.76287 0.805 5.354 -1.779 -0.96
H 2.47904 -0.19206 0.06104 1.023 0.474 -0.657 0.51
H 2.24345 -1.59967 -0.77829 0.238 1.412 0.830 0.51
O 1.94873 -0.95810 -0.08501 -0.855 -2.390 0.070 -1.00
H 0.55676 -1.66383 -2.04038 -1.021 0.780 0.967 0.49
H 0.47959 -2.75978 -2.98952 0.021 -0.936 -0.190 0.47
O 1.10662 -2.13485 -2.64374 0.592 -1.209 -1.123 -0.97
H 0.40829 1.90880 -3.15740 0.226 -0.071 0.863 0.47
H -0.28515 0.82439 -3.69323 -1.614 -2.673 -3.968 0.49
O -0.06798 1.10954 -2.87397 1.167 3.264 3.786 -0.96
H 2.19409 -3.23449 0.28790 3.964 1.020 1.461 0.47
H 1.15230 -4.23207 0.50170 0.147 0.574 -0.539 0.47
O 1.35636 -3.40734 0.02114 -4.341 -2.321 -1.515 -0.95
```
Positions in Å, forces in eV/Å.


Entry 2:
Density functional theory data (ωB97M-V with the def2-TZVPD basis set) for 15 unconnected molecules or ions with the total composition C2H34N2O15 in a non-equilibrium geometry.

## Properties
2S+1: 1
energy: -1334.85875 Ha

Geometry as XYZ:
```
53
Properties=species:S:1:pos:R:3:forces:R:3:nbo_charge:R:1
C -0.90263 1.11497 1.22452 -0.130 -0.378 -0.034 -0.42
N 0.05862 0.34695 0.43725 -0.101 -0.035 0.458 -0.61
C 0.41608 0.73832 -0.78730 -0.169 -0.257 -0.407 0.79
N 1.44753 0.07827 -1.39827 0.227 0.213 0.008 -0.88
O -0.16622 1.67866 -1.37984 0.106 -0.123 0.137 -0.78
H -1.33125 0.46785 1.99031 0.124 0.027 -0.095 0.23
H -1.70660 1.49321 0.59830 0.021 -0.106 -0.042 0.21
H -0.40321 1.95315 1.67736 0.101 0.358 0.359 0.21
H 0.58302 -0.36201 0.94206 -0.098 0.093 -0.296 0.43
H 1.64791 -0.85614 -1.06712 -0.113 -0.167 -0.070 0.42
H 1.51601 0.23988 -2.40121 -0.155 -0.103 0.089 0.44
H 1.69948 3.21465 1.50537 0.351 -0.243 0.309 0.51
H 2.78110 2.08424 1.61862 -0.425 0.827 0.495 0.50
O 2.29559 2.76640 2.15006 0.098 -0.570 -0.559 -1.02
H 4.38160 1.22510 0.02277 0.328 0.074 0.203 0.50
H 2.94442 0.92882 -0.33566 -0.190 -0.171 0.043 0.50
O 3.55865 0.93071 0.42285 -0.038 0.100 -0.450 -0.97
H 1.71438 1.93011 3.61508 -0.199 -0.200 0.509 0.52
H 0.87054 2.13109 4.90283 0.163 -0.303 -0.080 0.48
O 1.38827 1.46169 4.43467 0.108 0.825 -0.490 -1.00
H -1.54359 -2.77093 -1.38440 -0.022 -0.090 -0.134 0.50
H -0.00869 -2.69754 -1.51648 -0.492 -0.242 -0.372 0.51
O -0.83659 -2.79194 -2.05052 0.417 0.318 0.563 -0.99
H 2.88125 -1.77660 1.93124 0.220 0.116 0.254 0.49
H 3.48481 -0.78601 0.90590 0.132 -0.445 0.223 0.50
O 3.41488 -1.74363 1.12345 -0.381 0.282 -0.034 -0.98
H -1.78625 -3.53533 2.13746 0.090 0.030 -0.066 0.47
H -1.94993 -2.37092 1.12681 0.309 -0.309 0.333 0.51
O -1.29868 -2.80989 1.73333 -0.208 0.313 -0.364 -1.01
H -1.21992 -1.58019 -3.15448 -0.215 0.003 -0.307 0.52
H -2.00448 -1.38901 -4.50328 -0.114 -0.185 -0.190 0.49
O -1.60599 -0.90324 -3.78220 0.228 -0.056 0.414 -1.01
H -0.29785 0.28492 -4.22465 0.325 0.418 0.003 0.50
H 0.24632 1.56757 -3.55177 -0.147 -0.144 -0.224 0.48
O 0.41793 0.95577 -4.28556 -0.040 -0.154 0.354 -0.99
H 0.27442 3.03725 -0.42896 0.003 0.381 -0.026 0.50
H 0.22277 4.55434 -0.04450 0.048 -0.088 -0.008 0.48
O 0.68508 3.72996 0.13428 -0.084 0.067 -0.046 -1.00
H -3.96291 -1.59440 0.07518 0.065 0.003 -0.030 0.51
H -2.76350 -0.98538 -0.66348 -0.146 -0.279 0.268 0.51
O -3.04463 -1.78996 -0.16124 0.247 0.154 -0.157 -1.02
H -5.55059 0.99281 -0.28617 -0.282 0.068 0.143 0.47
H -4.29556 0.41191 -0.91344 -0.262 -0.111 0.179 0.50
O -5.07094 0.16776 -0.36369 0.387 0.150 -0.301 -0.99
H 2.06571 -2.48748 0.28949 -0.408 -0.272 -0.414 0.51
H 0.59640 -2.90871 0.60765 -0.119 -0.026 -0.102 0.51
O 1.19814 -2.73164 -0.13630 0.395 0.292 0.549 -1.03
H -1.85924 1.01575 -1.48112 -0.565 -0.302 -0.310 0.51
H -2.47510 0.04876 -2.55843 -0.043 0.277 0.516 0.52
O -2.64908 0.44709 -1.66574 0.617 0.188 -0.429 -1.03
H 1.20171 -0.20976 4.09467 -0.308 0.047 0.231 0.51
H 0.28000 -1.50727 4.10142 0.804 0.557 -0.330 0.48
O 1.11870 -1.12446 3.77057 -0.458 -0.822 -0.270 -1.01
```
Positions in Å, forces in eV/Å.


Entry 3:
Density functional theory data (ωB97M-V with the def2-TZVPD basis set) for 17 unconnected molecules or ions with the total composition C2H39N3O16 in a non-equilibrium geometry.

## Properties
2S+1: 1
energy: -1467.68335 Ha

Geometry as XYZ:
```
60
Properties=species:S:1:pos:R:3:forces:R:3:nbo_charge:R:1
C 1.42017 -0.25813 -1.48671 -0.091 1.185 -0.025 -0.46
N 0.09402 0.41712 -1.65366 -0.354 -1.792 0.373 -0.67
C -0.27099 0.89719 -2.90012 -0.147 1.098 -0.630 0.59
N -1.60006 0.86993 -3.23530 0.072 -0.639 -0.198 -0.85
N 0.60703 1.49465 -3.61704 1.038 -0.691 0.431 -0.83
H 1.91990 -0.54186 -2.41173 -0.165 0.704 -0.305 0.23
H 1.93014 0.54834 -0.96970 1.166 -0.627 0.009 0.22
H 1.41739 -1.20087 -0.94130 -0.798 0.292 0.538 0.22
H -0.60324 -0.13702 -1.16789 -0.266 0.181 -0.351 0.38
H -2.33547 0.46832 -2.67632 0.150 0.093 0.145 0.42
H -1.79371 1.06503 -4.19899 -0.210 0.177 0.019 0.39
H 0.31618 1.81603 -4.52818 -0.375 0.031 0.075 0.35
H 0.34832 1.31555 4.97596 -0.335 0.291 -0.214 0.50
H 0.36829 2.22594 3.65828 -0.409 -0.127 0.294 0.49
O 0.77744 1.50362 4.13761 0.915 -0.098 0.538 -0.97
H -3.08141 0.09212 2.66615 0.255 0.324 -0.391 0.49
H -2.67402 1.41362 1.93372 0.267 -0.367 -0.024 0.46
O -3.12486 1.06197 2.70025 -0.802 0.294 0.640 -0.98
H -1.25739 -2.41002 0.55590 0.000 0.083 0.052 0.49
H 0.07201 -2.71543 1.14986 0.267 0.250 -0.227 0.50
O -0.47030 -1.95966 0.88726 -0.280 -0.077 0.071 -0.97
H -0.30536 -1.51530 3.11684 -0.196 -0.157 0.269 0.47
H 0.75812 -0.49353 3.28611 -0.151 0.315 0.419 0.47
O 0.37727 -1.24952 3.74407 0.112 -0.506 -0.310 -0.95
H 3.36683 -3.48965 0.51241 0.613 0.485 -0.163 0.49
H 3.28982 -2.32471 -0.60512 0.828 -0.126 0.440 0.50
O 2.83528 -3.03634 -0.14289 -1.103 -0.328 -0.193 -0.99
H 2.67496 2.88413 1.53963 0.394 -0.037 0.241 0.49
H 3.38131 3.66585 0.47098 0.049 0.064 0.139 0.47
O 3.29289 3.62819 1.43309 -0.340 0.063 -0.433 -0.97
H 3.43099 -0.27265 0.03489 0.689 0.411 0.799 0.49
H 5.06110 -0.24811 0.06892 -0.558 0.132 0.594 0.49
O 4.25795 -0.31519 -0.45236 -0.016 -0.581 -1.274 -0.97
H -1.10693 -2.51763 -2.05485 0.053 0.270 -0.060 0.47
H -1.35622 -1.90937 -3.47990 0.151 0.168 0.276 0.48
O -1.43791 -2.70040 -2.93876 -0.164 -0.400 -0.115 -0.95
H -0.42110 -0.16252 1.50451 -0.300 -0.077 -0.039 0.48
H -0.45681 1.32685 1.11213 -0.126 -0.076 0.405 0.47
O -0.45475 0.72982 1.88006 -0.074 -0.100 -0.996 -0.98
H -4.55811 -0.89249 -1.20020 0.207 0.222 0.174 0.49
H -4.44607 -2.40224 -1.07169 0.040 -0.041 0.091 0.48
O -4.27407 -1.58332 -0.59133 -0.209 -0.270 -0.659 -0.96
H 1.72180 0.51893 1.45954 -0.369 -0.024 0.271 0.47
H 2.08419 0.90733 2.93235 -0.229 0.340 -0.494 0.51
O 2.22379 1.13566 1.99263 1.076 -0.194 -0.090 -0.98
H -0.11269 2.44642 -0.38306 0.126 0.407 -0.243 0.50
H -0.42456 3.60335 0.60879 0.108 0.000 -0.107 0.50
O -0.83158 2.92321 0.06091 -0.041 -0.390 -0.065 -0.98
H -3.78791 1.96677 -0.74958 -0.010 -0.023 0.016 0.49
H -2.35423 1.50734 -0.58404 -0.086 0.209 0.028 0.49
O -3.21398 1.21117 -0.91484 -0.059 -0.073 0.163 -0.98
H -4.38178 -1.47210 1.83651 -0.019 -0.041 0.055 0.48
H -3.17947 -1.61032 0.96820 -0.266 0.181 0.179 0.48
O -3.43417 -1.63220 1.90142 0.261 -0.226 0.207 -0.96
H 2.11409 2.22414 -2.30989 -0.226 0.110 -0.196 0.50
H 3.27639 3.18835 -2.22976 0.001 0.018 0.138 0.47
O 2.59519 2.78693 -1.67914 0.056 -0.011 -0.092 -0.99
H 0.92260 -4.55578 0.02799 0.429 0.127 -0.627 0.49
H 0.57864 -4.00736 -1.42538 0.597 -0.212 0.226 0.49
O 0.23506 -4.23024 -0.55722 -1.149 -0.209 0.209 -0.97
```
Positions in Å, forces in eV/Å.


Entry 4:
Density functional theory data (ωB97M-V with the def2-TZVPD basis set) for 18 unconnected molecules or ions with the total composition C2H39O18 in a non-equilibrium geometry.

## Properties
2S+1: 1
energy: -1453.94710 Ha
total charge: -1

Geometry as XYZ:
```
59
Properties=species:S:1:pos:R:3:forces:R:3:nbo_charge:R:1
C -0.02892 -0.51690 0.79261 0.912 -0.604 -1.089 -0.67
C 0.34408 0.36010 -0.42639 -1.587 0.662 0.922 -0.06
O -0.80892 1.05010 -0.85339 0.998 -0.318 0.744 -1.01
H 0.87108 -1.02790 1.18161 -0.348 0.132 0.087 0.17
H -0.80492 -1.26590 0.58161 0.521 0.244 -0.479 0.20
H -0.46392 0.13610 1.50361 -0.194 0.372 1.053 0.20
H 0.71108 -0.24390 -1.22139 0.516 -0.607 -0.666 0.15
H 1.12808 1.09510 -0.12839 -0.071 -0.498 -0.036 0.13
O -2.36192 -2.90390 -0.61939 0.235 1.064 -0.120 -1.02
H -2.22092 -3.82590 -0.45839 -0.198 -0.740 0.391 0.47
H -2.42692 -2.42990 0.27261 -0.327 -1.022 -0.515 0.50
O -3.41192 0.33910 0.88261 0.929 0.402 1.466 -0.98
H -4.00692 -0.13890 0.31961 0.133 -0.158 -0.972 0.48
H -2.50892 0.44710 0.51061 -0.884 0.114 -0.706 0.50
O -0.37892 2.51610 1.49461 0.657 -0.246 1.703 -0.96
H -0.52692 1.95310 0.73861 -0.489 0.064 -1.442 0.48
H -0.36892 1.84610 2.20761 -0.331 0.987 -0.163 0.45
O 3.36008 -0.26490 0.78861 -0.360 0.583 -0.202 -0.94
H 2.89608 0.28210 1.41261 -0.543 0.445 0.336 0.50
H 3.92408 -0.81790 1.29061 1.081 -0.825 0.814 0.49
O -0.41792 -2.98090 2.69561 0.472 -0.490 0.074 -0.93
H -0.02792 -3.26590 1.86361 -0.021 -0.269 -0.183 0.48
H 0.03908 -2.15090 2.83261 0.343 0.651 0.375 0.50
O -1.01792 4.73510 -1.03839 -0.963 -0.136 0.057 -0.98
H -0.15392 4.52410 -1.33139 1.955 0.087 -0.437 0.47
H -1.37192 3.82810 -1.00939 -0.556 0.637 0.531 0.48
O -2.87092 2.77810 -1.05339 -1.387 1.554 -1.671 -0.96
H -2.17992 2.14110 -0.95739 1.060 -1.265 0.017 0.50
H -2.80992 3.09510 -1.99539 -0.143 -0.676 1.441 0.47
O 1.84408 3.35210 -1.32539 0.038 1.559 0.117 -0.96
H 2.12108 3.30610 -0.41439 -0.003 -0.139 0.307 0.46
H 1.58508 2.48410 -1.60739 -0.108 -0.895 -0.653 0.50
O -1.45892 0.87210 3.70261 1.524 -0.183 -0.068 -0.94
H -0.97892 0.06110 3.90661 0.263 0.070 0.061 0.47
H -2.33492 0.65310 3.94361 -1.721 -0.028 0.169 0.48
O 4.11308 1.52010 -1.12639 -1.221 2.163 0.325 -0.94
H 4.81408 1.06010 -1.49939 1.933 -1.330 -1.127 0.45
H 3.68808 0.91210 -0.54439 -0.315 -0.672 0.455 0.47
O 2.59908 -2.01190 -1.00239 1.629 -1.323 1.935 -0.98
H 2.84708 -1.38790 -0.29439 -0.045 -0.670 -0.200 0.47
H 2.10908 -1.42290 -1.51039 -1.488 1.298 -2.162 0.48
O -2.25492 -0.47790 -2.27839 -0.183 0.302 -1.166 -1.00
H -2.49992 -1.20090 -1.73739 -0.560 -1.455 0.490 0.45
H -1.63392 0.00310 -1.69739 0.307 0.903 0.098 0.49
O 0.17808 -2.92090 -1.89739 1.306 -0.031 -1.734 -0.97
H 0.77008 -3.27090 -1.25439 1.187 -0.162 0.612 0.48
H -0.64692 -2.93290 -1.47639 -2.578 0.415 0.816 0.49
O 1.10508 -0.61990 3.98161 0.513 -1.594 0.597 -0.96
H 1.56008 0.19310 3.81261 0.238 0.914 -0.182 0.48
H 1.78308 -1.19990 4.39961 -0.827 0.596 -0.360 0.48
O 1.42608 -1.05490 -3.64439 1.032 1.552 -0.120 -0.96
H 1.68708 -1.58090 -4.37339 0.420 -0.686 -1.092 0.47
H 0.85408 -1.59190 -3.14039 -1.551 -1.350 1.159 0.50
O 0.79708 1.52210 -3.10339 0.200 0.083 -0.195 -1.01
H 0.07008 1.42710 -2.46639 -0.395 -0.022 0.077 0.49
H 1.01708 0.61810 -3.38739 -0.110 0.370 0.026 0.49
O -2.70792 -2.11790 1.80161 0.106 -0.571 0.418 -0.98
H -2.73492 -1.16390 1.80161 -0.688 1.163 -0.171 0.50
H -1.82192 -2.32190 2.15461 -0.311 -0.420 0.241 0.48
```
Positions in Å, forces in eV/Å.


Entry 5:
Density functional theory data (ωB97M-V with the def2-TZVPD basis set) for a molecular structure, C2H3AgFO2 in a non-equilibrium geometry.

## Properties
2S+1: 2
energy: -475.15021 Ha

Geometry as XYZ:
```
9
Properties=species:S:1:pos:R:3:forces:R:3:nbo_charge:R:1
H 2.40273 1.81485 2.62313 0.006 0.006 0.007 0.00
O -1.68605 0.01470 -1.91940 0.117 -0.131 0.202 -0.53
C -0.94633 -0.32404 -1.06461 -0.046 0.415 -0.240 0.84
C -0.07443 0.49744 -0.13291 0.108 -0.383 0.045 -0.17
O 0.65779 -0.22142 0.76592 0.186 -0.670 0.450 -0.97
Ag 0.63831 -2.41925 1.05291 0.035 1.238 -0.116 0.88
F -0.78518 -1.68480 -0.84053 -0.341 -0.232 -0.348 -0.41
H -0.77170 1.22590 0.32939 0.086 -0.156 -0.037 0.18
H 0.56486 1.09663 -0.81390 -0.151 -0.088 0.037 0.18
```
Positions in Å, forces in eV/Å.


Entry 6:
Density functional theory data (ωB97M-V with the def2-TZVPD basis set) for a molecular structure, C2H3AgLiO2 in a non-equilibrium geometry.

## Properties
2S+1: 2
energy: -382.75451 Ha

Geometry as XYZ:
```
9
Properties=species:S:1:pos:R:3:forces:R:3:nbo_charge:R:1
O 0.85296 1.17926 -0.95456 -2.087 -0.459 -0.777 -0.70
C 0.59709 -0.05190 -0.78151 2.530 1.679 1.239 0.20
C -0.75216 -0.46797 -0.25865 -0.837 -0.599 -1.057 -0.22
O -0.54740 -1.17074 0.91056 -0.904 0.384 0.814 -1.05
H -1.20288 -1.09473 -1.06354 0.043 0.105 0.185 0.15
H -1.41446 0.42650 -0.17556 0.201 0.025 0.124 0.12
Li -1.96085 -1.09875 1.97323 0.830 -0.083 -0.471 0.97
Ag 2.27199 0.29037 0.77302 -0.058 -0.443 -0.265 0.52
H 2.15572 1.98795 -0.42298 0.283 -0.610 0.208 0.01
```
Positions in Å, forces in eV/Å.